Formula: C35H48N9O5S5Zr
Source: the Open Molecules 2025 dataset
Level of theory: ωB97M-V/def2-TZVPD

Results
HOMO level	-14.85	eV
total charge	+3
relative energy (zero: lowest compared OMol25 entry of this formula, charge and spin)	29.5	kcal per mole

Geometry (Å):
Zr (-1.37, 0.55, -0.94)
N (-2.81, -1.08, 0.07)
N (-3.12, -2.28, -0.61)
C (-2.23, -2.79, -1.48)
N (-2.44, -4.04, -1.88)
S (-0.92, -1.90, -2.04)
H (-2.18, -1.35, 0.86)
H (-3.68, -0.77, 0.47)
H (-3.72, -2.91, -0.11)
H (-3.17, -4.63, -1.51)
H (-1.80, -4.45, -2.54)
S (-0.77, 0.53, 2.07)
C (0.46, -0.49, 2.66)
N (1.29, -0.10, 3.60)
C (2.32, -1.04, 4.11)
C (2.87, -1.81, 2.95)
N (1.77, -2.52, 2.31)
C (2.09, -3.90, 1.90)
C (2.21, -4.82, 3.10)
C (1.15, -4.98, 3.99)
C (1.26, -5.87, 5.05)
C (2.44, -6.59, 5.23)
C (3.50, -6.42, 4.36)
C (3.39, -5.53, 3.30)
C (0.58, -1.95, 2.18)
S (-0.76, -2.76, 1.61)
C (1.21, 1.19, 4.33)
C (2.49, 1.99, 4.23)
C (2.73, 2.78, 3.11)
C (3.90, 3.51, 2.98)
C (4.86, 3.45, 3.99)
C (4.62, 2.69, 5.12)
C (3.44, 1.96, 5.24)
H (1.88, -1.71, 4.85)
H (3.10, -0.45, 4.58)
H (3.58, -2.54, 3.32)
H (3.38, -1.15, 2.24)
H (3.04, -3.87, 1.38)
H (1.32, -4.24, 1.21)
H (0.22, -4.44, 3.85)
H (0.43, -6.00, 5.74)
H (2.52, -7.29, 6.06)
H (4.42, -6.97, 4.50)
H (4.22, -5.40, 2.62)
H (1.00, 0.96, 5.38)
H (0.37, 1.75, 3.94)
H (1.96, 2.85, 2.35)
H (4.07, 4.14, 2.12)
H (5.78, 4.02, 3.90)
H (5.35, 2.66, 5.92)
H (3.25, 1.39, 6.15)
O (1.84, 1.46, -3.98)
C (0.96, 1.64, -5.02)
C (1.50, 2.18, -6.17)
C (0.71, 2.36, -7.29)
C (-0.64, 1.99, -7.28)
C (-1.18, 1.47, -6.13)
C (-0.40, 1.30, -4.96)
C (-1.08, 0.88, -3.73)
O (-0.41, 1.02, -2.55)
N (-2.30, 0.51, -3.75)
N (-2.96, 0.36, -2.50)
C (-4.16, -0.11, -2.73)
S (-4.63, -0.56, -4.33)
C (-6.26, -1.20, -3.83)
C (-6.78, -0.35, -2.70)
S (-5.41, -0.14, -1.52)
H (1.40, 0.96, -3.30)
H (2.56, 2.44, -6.18)
H (1.14, 2.80, -8.18)
H (-1.25, 2.11, -8.16)
H (-2.23, 1.19, -6.09)
H (-6.14, -2.24, -3.53)
H (-6.92, -1.15, -4.70)
H (-7.60, -0.82, -2.16)
H (-7.09, 0.64, -3.02)
C (4.01, 0.64, -0.81)
O (2.78, -0.11, -0.62)
C (1.65, 0.52, -0.53)
O (0.60, -0.14, -0.41)
N (1.61, 1.85, -0.52)
N (0.36, 2.43, -0.28)
H (4.80, -0.11, -0.83)
H (4.18, 1.32, 0.02)
H (3.98, 1.16, -1.76)
H (2.43, 2.42, -0.58)
H (0.25, 3.23, -0.89)
H (0.32, 2.74, 0.68)
C (-0.97, 4.17, -2.69)
C (-2.32, 3.57, -2.35)
O (-2.31, 2.74, -1.13)
C (-3.62, 2.78, -0.51)
C (-3.53, 2.15, 0.86)
H (-1.10, 4.73, -3.62)
H (-0.20, 3.43, -2.87)
H (-0.66, 4.89, -1.93)
H (-2.71, 2.97, -3.16)
H (-3.01, 4.38, -2.15)
H (-4.33, 2.28, -1.15)
H (-3.92, 3.82, -0.42)
H (-2.92, 1.24, 0.85)
H (-4.52, 1.88, 1.22)
H (-3.07, 2.82, 1.59)

***

Formula: C35H49B3Cl2FNO19
Source: the Open Molecules 2025 dataset
Level of theory: ωB97M-V/def2-TZVPD

Results
SMILES	C=CB1OB(C(=O)NC(=O)F)OB(/C(Cl)=C(\C)Cl)O1.O=C1CCCO1.O=C1CCCO1.O=C1CCCO1.O=C1CCCO1.O=C1CCCO1.O=C1CCCO1.O=C1CCCO1
HOMO level	-8.77	eV
total charge	0

Geometry (Å):
C (2.57, -7.67, 0.93)
C (2.18, -7.87, -0.49)
B (0.71, -7.56, -1.16)
O (-0.61, -7.89, -0.55)
B (-1.43, -6.63, -0.51)
C (-2.36, -6.46, 0.86)
O (-1.74, -6.57, 2.06)
N (-3.86, -6.22, 0.87)
C (-4.41, -5.94, -0.51)
O (-4.58, -4.65, -0.88)
F (-4.81, -7.04, -1.42)
O (-1.36, -5.59, -1.59)
B (0.02, -5.53, -2.11)
C (0.96, -4.19, -2.26)
Cl (1.36, -3.44, -3.95)
C (1.58, -3.52, -1.05)
C (1.34, -4.00, 0.51)
Cl (2.70, -2.02, -1.26)
O (0.64, -6.85, -2.49)
H (3.16, -8.57, 1.44)
H (2.42, -6.71, 1.57)
H (3.03, -8.26, -1.24)
H (-4.02, -5.35, 1.43)
H (0.36, -3.49, 0.94)
H (1.20, -5.16, 0.64)
H (2.28, -3.69, 1.16)
O (3.13, -0.54, -3.88)
C (2.25, 0.21, -4.26)
C (1.67, 0.23, -5.64)
C (0.94, 1.55, -5.66)
C (0.57, 1.74, -4.21)
O (1.62, 1.12, -3.47)
H (0.98, -0.62, -5.75)
H (2.45, 0.19, -6.40)
H (0.08, 1.57, -6.33)
H (1.63, 2.34, -5.97)
H (-0.38, 1.25, -3.96)
H (0.50, 2.80, -3.95)
O (-2.13, 3.12, -2.67)
C (-1.70, 2.86, -1.56)
C (-2.16, 1.73, -0.70)
C (-1.60, 2.12, 0.65)
C (-0.37, 2.90, 0.29)
O (-0.69, 3.55, -0.95)
H (-1.73, 0.80, -1.06)
H (-3.25, 1.67, -0.68)
H (-1.39, 1.26, 1.30)
H (-2.32, 2.76, 1.17)
H (0.50, 2.26, 0.13)
H (-0.13, 3.66, 1.04)
O (-1.99, 2.72, 3.94)
C (-2.95, 3.46, 3.77)
C (-3.80, 4.04, 4.86)
C (-5.01, 4.51, 4.09)
C (-4.45, 4.81, 2.73)
O (-3.37, 3.89, 2.55)
H (-3.26, 4.88, 5.32)
H (-4.06, 3.29, 5.61)
H (-5.52, 5.36, 4.55)
H (-5.73, 3.68, 4.02)
H (-4.05, 5.83, 2.67)
H (-5.19, 4.68, 1.94)
O (2.26, 4.01, 1.04)
C (2.47, 5.20, 0.86)
C (1.47, 6.18, 0.31)
C (2.35, 7.35, -0.04)
C (3.47, 7.24, 0.96)
O (3.63, 5.84, 1.19)
H (0.75, 6.43, 1.09)
H (0.97, 5.77, -0.57)
H (1.83, 8.31, 0.00)
H (2.75, 7.22, -1.06)
H (3.24, 7.73, 1.90)
H (4.41, 7.65, 0.57)
O (3.99, -5.98, 5.34)
C (3.03, -5.25, 5.16)
C (2.18, -4.66, 6.25)
C (0.97, -4.20, 5.49)
C (1.53, -3.89, 4.12)
O (2.61, -4.81, 3.94)
H (2.72, -3.83, 6.71)
H (1.93, -5.41, 7.00)
H (0.46, -3.35, 5.95)
H (0.25, -5.02, 5.41)
H (1.93, -2.87, 4.06)
H (0.79, -4.03, 3.33)
O (1.96, 0.13, 5.61)
C (2.17, 1.32, 5.43)
C (1.17, 2.29, 4.88)
C (2.05, 3.47, 4.53)
C (3.17, 3.36, 5.53)
O (3.33, 1.96, 5.76)
H (0.45, 2.55, 5.66)
H (0.67, 1.89, 4.00)
H (1.53, 4.43, 4.57)
H (2.45, 3.34, 3.51)
H (2.94, 3.85, 6.48)
H (4.11, 3.77, 5.14)
O (-0.54, -1.28, -7.05)
C (-1.13, -0.57, -7.85)
C (-2.62, -0.51, -8.03)
C (-2.75, 0.19, -9.36)
C (-1.51, 1.06, -9.39)
O (-0.52, 0.32, -8.68)
H (-3.06, 0.07, -7.22)
H (-3.05, -1.51, -8.07)
H (-3.67, 0.76, -9.46)
H (-2.71, -0.54, -10.17)
H (-1.66, 2.02, -8.89)
H (-1.17, 1.24, -10.42)